1.
This record from the OMol25 dataset describes a gas-phase ion, CH7N2S (charge +1) at a distorted geometry. The level of theory is wB97M-V/def2-TZVPD.

Element x y z (Å)
C1 0.24093 -1.23722 -0.41655
N1 -0.92636 1.23385 0.14527
N2 1.06517 -0.24985 0.17267
S1 -1.66645 -0.35391 0.03489
H1 0.28551 -1.45547 -1.48040
H2 0.21521 -2.25901 0.14685
H3 -1.31436 1.87380 -0.66993
H4 -1.10950 1.72372 1.04306
H5 1.19631 -0.48671 1.15237
H6 1.77761 0.23958 -0.27985
H7 0.23592 0.97123 0.15161

For the highest occupied orbital energy (alpha / beta), the calculation gives -10.100 / -15.270 eV. The value obtained for the frontier orbital gap (alpha / beta) is 6.144 / 7.884 eV. The energy above the lowest of the compared OMol25 structures with the same formula, charge and spin comes out at 0.0000 eV. Its strongest force on any atom is 5.18 eV/Å. The total charge is +1. Its expectation value of S² is 2.00. As for the spin multiplicity: 3.

---

2.
This record from the OMol25 dataset describes C4H5NO in the gas phase at a distorted geometry. The level of theory is wB97M-V/def2-TZVPD.

Element x y z (Å)
C1 0.40038 1.39163 -0.35330
C2 0.07715 0.01066 0.11164
C3 -0.86160 -0.64622 -0.58924
O1 -1.09052 -1.86474 -0.09218
N1 -0.23386 -2.05415 0.97806
C4 0.46321 -0.94949 1.09158
H1 -0.21239 2.15301 0.13663
H2 1.45659 1.64899 -0.24291
H3 0.07321 1.41892 -1.41289
H4 -1.30505 -0.20724 -1.48252
H5 1.23289 -0.90136 1.85514

For the highest occupied orbital energy, the calculation gives -9.629 eV. The value obtained for the frontier orbital gap is 10.539 eV. The energy above the lowest of the compared OMol25 structures with the same formula, charge and spin comes out at 1.8221 eV. Its strongest force on any atom is 1.15 eV/Å. The total charge is 0. The SMILES is Cc1cnoc1. As for the spin multiplicity: 1.

---

3.
This record from the OMol25 dataset describes 2 unconnected molecules or ions with the total composition C6H12O at a distorted geometry. The level of theory is wB97M-V/def2-TZVPD.

Element x y z (Å)
C1 -0.30836 1.34596 1.83016
C2 -1.16471 1.13344 0.55766
C3 -0.76428 -0.07168 -0.25193
C4 -0.81701 -1.34386 0.16442
C5 0.06332 1.22190 -2.36363
C6 -0.27966 0.17495 -1.59263
H1 -0.18301 0.41257 2.37488
H2 0.67082 1.69443 1.51671
H3 -0.81707 2.11040 2.41845
H4 -2.23690 1.08621 0.78555
H5 -1.20957 1.96454 -0.15118
H6 -1.00115 -2.13777 -0.55465
H7 -1.21778 -1.67229 1.11870
H8 0.13961 1.10054 -3.43705
H9 0.33506 2.23145 -2.05425
H10 0.03691 -0.72015 -2.15292
H11 3.49759 -2.83001 1.18205
H12 2.43262 -3.18105 0.01893
O1 2.82356 -2.51957 0.59072

For the highest occupied orbital energy, the calculation gives -8.367 eV. The value obtained for the frontier orbital gap is 9.126 eV. The energy above the lowest of the compared OMol25 structures with the same formula, charge and spin comes out at 2.5615 eV. Its strongest force on any atom is 2.53 eV/Å. The total charge is 0. The SMILES is C=CC(=C)CC.O. As for the spin multiplicity: 1.

---

4.
This record from the OMol25 dataset describes 3 unconnected molecules or ions with the total composition C4H10O. The level of theory is wB97M-V/def2-TZVPD.

Element x y z (Å)
C1 0.65386 -1.14286 -0.81120
C2 -0.18698 -0.33065 0.07251
C3 -1.35457 0.22042 -0.46820
C4 0.58258 0.48149 1.09044
O1 -0.29788 0.98238 2.07285
H1 0.15780 -1.76830 -1.54949
H2 1.63499 -1.47085 -0.47328
H3 0.49186 0.28343 -1.98641
H4 -0.23649 -1.48697 0.37347
H5 -1.89297 0.97429 0.09638
H6 -0.20492 0.72231 -1.79676
H7 -1.92891 -0.34766 -1.19666
H8 1.07015 1.29440 0.53004
H9 1.37731 -0.13793 1.53801
H10 0.13417 1.72650 2.50827

For the highest occupied orbital energy, the calculation gives -7.798 eV. The value obtained for the frontier orbital gap is 8.667 eV. The energy above the lowest of the compared OMol25 structures with the same formula, charge and spin comes out at 5.4725 eV. Its strongest force on any atom is 0.41 eV/Å. The total charge is 0. As for the spin multiplicity: 1.

---

5.
This record from the OMol25 dataset describes a molecular structure, C32H46CaGeNO7PTe at a distorted geometry. The level of theory is wB97M-V/def2-TZVPD.

Element x y z (Å)
Ca1 0.02821 -0.20397 0.45211
N1 -0.19439 -4.64547 -1.60559
C1 0.36871 -3.41467 -1.29379
O1 0.51101 -2.57447 -2.14879
C2 0.80731 -3.30937 0.14221
C3 1.53141 -2.00887 0.47471
H1 -0.63889 -4.70497 -2.50959
H2 -0.61529 -5.18277 -0.86349
H3 1.43631 -4.19817 0.35011
H4 -0.09729 -3.39157 0.75581
H5 2.50131 -2.02727 -0.03879
H6 1.75581 -2.06557 1.54241
C4 -2.64439 3.80693 2.75261
Te1 -1.92759 2.25953 1.26391
C5 -3.93879 1.97453 0.49901
H7 -3.68519 3.68263 3.04091
H8 -2.52739 4.81373 2.35871
H9 -2.03789 3.73843 3.64991
H10 -4.53309 2.87963 0.53881
H11 -4.45229 1.18823 1.04891
H12 -3.80359 1.65883 -0.52619
O2 -1.86339 -0.25637 -1.29089
O3 -1.21699 0.92033 -0.73039
C6 -1.88599 -0.17507 -2.67299
Ge1 -0.03489 0.09253 -3.47619
C7 -0.28639 0.31533 -5.50289
C8 0.74701 0.83513 -6.27669
C9 0.65041 0.94953 -7.65149
C10 -0.50479 0.54363 -8.29989
C11 -1.55699 0.04173 -7.55199
C12 -1.44059 -0.06867 -6.17609
C13 0.19641 2.06763 -3.13759
C14 -0.66729 2.92433 -3.81339
C15 -0.74469 4.27303 -3.51889
C16 0.05261 4.81013 -2.52289
C17 0.93161 3.98133 -1.84489
C18 0.99851 2.63373 -2.15609
C19 1.90521 -0.67177 -3.64169
C20 2.84941 -0.56787 -2.62429
C21 3.99721 -1.34007 -2.60439
C22 4.22391 -2.27757 -3.59979
C23 3.28631 -2.42217 -4.61089
C24 2.15241 -1.63217 -4.62029
H13 -2.28479 -1.17007 -2.94569
H14 1.65591 1.14583 -5.77839
H15 1.47581 1.35313 -8.22939
H16 -0.58569 0.62573 -9.37839
H17 -2.46629 -0.26857 -8.05669
H18 -2.26169 -0.46477 -5.59339
H19 -1.30789 2.50973 -4.58079
H20 -1.44589 4.90923 -4.05249
H21 -0.01419 5.86503 -2.27409
H22 1.55651 4.39083 -1.05739
H23 1.68061 2.00703 -1.59179
H24 2.67181 0.12853 -1.81359
H25 4.72051 -1.22147 -1.80209
H26 5.11351 -2.89957 -3.58209
H27 3.44871 -3.17157 -5.38279
H28 1.42251 -1.76237 -5.41079
C25 -2.25269 0.87413 6.30601
C26 -2.11499 0.03843 5.02221
C27 -1.97159 -1.44327 5.37041
C28 -3.33599 0.24433 4.12531
O4 -0.96069 0.52173 4.36291
P1 -0.18599 -0.29247 3.16401
O5 0.66421 0.71303 2.47101
O6 -1.10319 -1.16117 2.38881
O7 0.75251 -1.35277 4.01271
C29 1.93161 -1.02537 4.71391
C30 1.71821 0.18403 5.62361
C31 3.06931 -0.72807 3.73461
C32 2.26661 -2.26957 5.55581
H29 -3.14169 0.57813 6.86001
H30 -2.32969 1.92583 6.04921
H31 -1.37589 0.74713 6.93741
H32 -2.86599 -1.82217 5.86571
H33 -1.10869 -1.59747 6.01541
H34 -1.80729 -1.98937 4.44661
H35 -4.24809 -0.06947 4.63061
H36 -3.20209 -0.33777 3.21681
H37 -3.40979 1.29553 3.85471
H38 1.38981 1.01653 5.01101
H39 2.64141 0.44323 6.13811
H40 0.94511 -0.02957 6.35741
H41 2.76231 0.10133 3.10451
H42 3.24611 -1.58827 3.09371
H43 3.98671 -0.47687 4.26591
H44 1.46511 -2.46677 6.26621
H45 3.19781 -2.12717 6.10261
H46 2.36481 -3.13407 4.90281

For the highest occupied orbital energy, the calculation gives -0.060 eV. The value obtained for the frontier orbital gap is 4.073 eV. The energy above the lowest of the compared OMol25 structures with the same formula, charge and spin comes out at 4.3409 eV. Its strongest force on any atom is 3.01 eV/Å. The total charge is -2. As for the spin multiplicity: 1.

---

| no. | molar mass (g mol⁻¹) |
| --- | --- |
| 1 | 79.15 |
| 2 | 83.09 |
| 3 | 100.16 |
| 4 | 74.12 |
| 5 | 827.98 |